a | Formula: C4H9NO2S
Source: OMol25
Level of theory: wB97M-V/def2-TZVPD

Summary:
SMILES	N[C@H](CCS)C(=O)O
molar mass	135.2	g mol⁻¹
Kohn-Sham gap	9.9096	eV

ORCA input file:
```
! RIJCOSX wB97M-V def2-TZVPD def2/J DEFGRID3
* xyz 0 1
O -1.30442 -0.62506 2.04744
C -1.60101 -0.30480 0.95370
O -2.87709 0.06969 0.73098
C -0.62053 -0.11892 -0.28486
C 0.69958 -0.20026 0.44199
C 1.71882 0.57865 -0.43737
S 1.59063 2.35650 -0.20209
N -0.90861 -1.24532 -1.23522
H -3.39493 -0.34840 1.40726
H -0.82398 0.88688 -0.83857
H 0.48806 0.23659 1.50695
H 0.97034 -1.16647 0.68584
H 2.74856 0.12940 -0.39503
H 1.56992 0.28446 -1.63122
H 2.82629 2.81202 0.08168
H -0.33370 -1.19055 -2.01592
H -0.74792 -2.15441 -0.81554
*
```

=====

b | Formula: C4H9NO2S
Source: OMol25
Level of theory: wB97M-V/def2-TZVPD

Summary:
SMILES	NCC(=S)OCCO
molar mass	135.2	g mol⁻¹
Kohn-Sham gap	9.4235	eV

ORCA input file:
```
! RIJCOSX wB97M-V def2-TZVPD def2/J DEFGRID3
* xyz 0 1
C 1.62506 0.84910 -0.22187
C 1.28879 -0.63600 -0.00520
C -1.06210 0.05532 0.11268
C -2.25323 -0.85693 0.19329
H 3.13045 1.28559 1.12157
H 3.57361 0.54940 -0.36976
H 0.82913 1.38893 0.25977
H 1.51044 1.04447 -1.30919
H -0.94361 0.47310 -0.91880
H -1.24254 0.86373 0.78587
H -2.08889 -1.69723 -0.54605
H -2.25637 -1.17522 1.21090
H -4.06280 -0.62379 -0.57974
N 2.97136 1.23620 0.12849
O 0.05394 -0.81896 0.43680
O -3.37984 -0.06896 -0.20550
S 2.30661 -1.86876 -0.09328
*
```

=====

It turns out a is the most stable, with the second structure 0.0108 hartree higher.

=====

a | Formula: C2H8N2
Source: OMol25
Level of theory: wB97M-V/def2-TZVPD

Summary:
SMILES	C=CN.N
molar mass	60.1	g mol⁻¹
Kohn-Sham gap	9.6228	eV

ORCA input file:
```
! RIJCOSX wB97M-V def2-TZVPD def2/J DEFGRID3
* xyz 0 1
N -1.75513 1.20901 3.42350
H -0.75762 1.18549 3.28591
H -2.09867 0.37796 2.96315
H -2.10454 1.98286 2.88572
C 0.64409 0.41239 -0.97405
C 1.05785 -0.35835 -1.96689
N 1.34692 -1.75654 -1.85199
H 0.19799 -0.13062 -0.13181
H 0.56398 1.46796 -0.78370
H 1.04472 -0.06849 -3.01669
H 0.74721 -2.11201 -1.10382
H 1.11319 -2.20965 -2.72932
*
```

=====

b | Formula: C2H8N2
Source: OMol25
Level of theory: wB97M-V/def2-TZVPD

Summary:
SMILES	CNCN
molar mass	60.1	g mol⁻¹
Kohn-Sham gap	9.7929	eV

ORCA input file:
```
! RIJCOSX wB97M-V def2-TZVPD def2/J DEFGRID3
* xyz 0 1
C 1.37374 -0.47557 0.07455
N 0.32904 -0.21613 -0.88452
C -0.74440 0.64964 -0.48350
N -1.50190 0.30481 0.72927
H 1.00486 -0.58816 1.11237
H 1.84894 -1.43697 -0.11284
H 2.07421 0.35989 0.12970
H 0.00367 -1.04609 -1.35680
H -1.43468 0.76105 -1.32721
H -0.35043 1.64880 -0.31512
H -1.51677 -0.69528 0.88965
H -1.08629 0.73400 1.54448
*
```

=====

c | Formula: C2H8N2
Source: OMol25
Level of theory: wB97M-V/def2-TZVPD

Summary:
SMILES	[H]/N=C/N.C
molar mass	60.1	g mol⁻¹
Kohn-Sham gap	10.4159	eV

ORCA input file:
```
! RIJCOSX wB97M-V def2-TZVPD def2/J DEFGRID3
* xyz 0 1
C -1.29178 0.02854 -3.01989
H -1.57410 -0.88276 -2.50618
H -0.71692 0.66000 -2.34699
H -2.20109 0.56590 -3.28359
H -0.73590 -0.21514 -3.92215
N -0.15990 -0.80965 1.71937
C 0.55024 -0.02550 0.82919
N 1.34512 0.88242 1.22753
H -1.15131 -0.92132 1.62271
H 0.24267 -0.85917 2.63929
H 0.39771 -0.27047 -0.22227
H 1.82368 1.26100 0.41172
*
```

=====

It turns out c is the most stable, with the second structure 0.0032 hartree higher.

=====

a | Formula: C2H8N2
Source: OMol25
Level of theory: wB97M-V/def2-TZVPD

Summary:
SMILES	[H]/N=C/N.C
molar mass	60.1	g mol⁻¹
Kohn-Sham gap	10.0851	eV

ORCA input file:
```
! RIJCOSX wB97M-V def2-TZVPD def2/J DEFGRID3
* xyz 0 1
C 1.88154 -2.05143 -1.16731
H 1.58372 -2.89409 -0.59496
H 0.88937 -1.92293 -1.59110
H 2.29307 -1.31677 -0.50850
H 2.69912 -2.31146 -1.84863
N -0.91028 2.42518 1.04917
C -1.32565 1.13071 0.71871
N -2.50739 0.74677 0.80066
H 0.05797 2.79592 0.85710
H -1.48697 3.05438 1.55900
H -0.58447 0.48535 0.38458
H -2.59002 -0.14162 0.34129
*
```

=====

b | Formula: C2H8N2
Source: OMol25
Level of theory: wB97M-V/def2-TZVPD

Summary:
SMILES	C=CN.N
molar mass	60.1	g mol⁻¹
Kohn-Sham gap	9.0385	eV

ORCA input file:
```
! RIJCOSX wB97M-V def2-TZVPD def2/J DEFGRID3
* xyz 0 1
N -2.08605 -0.16047 1.49926
H -2.51051 -1.09460 1.64538
H -2.41683 0.18531 0.64866
H -2.30522 0.45862 2.40609
C 1.22134 -0.26716 -1.83923
C 0.87020 -0.33458 -0.54934
N 0.70563 0.71640 0.41827
H 1.48083 0.49514 -2.58559
H 1.53684 -1.31152 -2.29128
H 0.82448 -1.30412 0.00165
H 0.58357 1.73113 -0.00430
H -0.07938 0.55906 1.08818
*
```

=====

c | Formula: C2H8N2
Source: OMol25
Level of theory: wB97M-V/def2-TZVPD

Summary:
SMILES	NCCN
molar mass	60.1	g mol⁻¹
Kohn-Sham gap	10.4853	eV

ORCA input file:
```
! RIJCOSX wB97M-V def2-TZVPD def2/J DEFGRID3
* xyz 0 1
N 1.24330 0.38651 -1.50205
C 0.34211 0.60605 -0.31022
C -0.56141 -0.54256 0.10664
N -1.17431 -0.43988 1.58324
H 1.40980 1.32515 -1.84203
H 2.17620 0.20032 -1.10606
H -0.20171 1.52964 -0.57148
H 0.89692 0.81130 0.60630
H -1.36258 -0.65181 -0.55900
H -0.00532 -1.52532 0.13617
H -1.62685 -1.30307 1.70228
H -0.45360 -0.39354 2.28699
*
```

=====

It turns out a is the most stable, with the second structure 0.0046 hartree higher.

=====

a | Formula: C2H8N2
Source: OMol25
Level of theory: wB97M-V/def2-TZVPD

Summary:
SMILES	C=CN.N
molar mass	60.1	g mol⁻¹
Kohn-Sham gap	9.6295	eV

ORCA input file:
```
! RIJCOSX wB97M-V def2-TZVPD def2/J DEFGRID3
* xyz 0 1
N 2.12640 -0.69963 2.21957
H 2.09598 -0.54385 3.17891
H 3.14090 -0.52803 1.98996
H 1.61712 0.02005 1.76134
C -0.78653 1.27117 -0.70567
C -0.78001 -0.01318 -1.04360
N -1.71584 -0.74674 -1.78330
H -1.71912 1.89573 -0.61580
H 0.28209 1.83148 -0.43577
H 0.24801 -0.47088 -1.13628
H -2.61855 -0.28619 -1.79813
H -1.89045 -1.72994 -1.63124
*
```

=====

b | Formula: C2H8N2
Source: OMol25
Level of theory: wB97M-V/def2-TZVPD

Summary:
SMILES	NCCN
molar mass	60.1	g mol⁻¹
Kohn-Sham gap	10.5127	eV

ORCA input file:
```
! RIJCOSX wB97M-V def2-TZVPD def2/J DEFGRID3
* xyz 0 1
C -0.20449 0.67834 -0.48344
C 0.17880 -0.41938 0.49213
H -2.08085 -0.07189 -0.82137
H -2.13287 1.27103 0.12346
H 0.29414 1.62501 -0.17240
H 0.28793 0.42941 -1.47690
H -0.33252 -1.37916 0.25581
H -0.06850 -0.13601 1.56256
H 1.91156 -1.38912 1.10441
H 2.09150 -0.84974 -0.39666
N -1.62013 0.82358 -0.70893
N 1.67543 -0.58207 0.52133
*
```

=====

It turns out b is the most stable, with the second structure 0.0315 hartree higher.

=====

a | Formula: C6H12N
Source: OMol25
Level of theory: wB97M-V/def2-TZVPD

Summary:
molar mass	98.2	g mol⁻¹
Kohn-Sham gap (alpha / beta)	10.0973 / 8.0693	eV

ORCA input file:
```
! RIJCOSX wB97M-V def2-TZVPD def2/J DEFGRID3
* xyz 2 2
C -2.73514 -1.07640 -0.04038
C -1.05782 0.36028 -1.09898
N -1.49920 -0.81266 -0.76593
H -2.47909 -1.35465 0.99318
H -3.28926 -1.86580 -0.55002
H -3.29823 -0.11043 -0.02996
H -1.71199 1.19973 -0.83542
H -0.13693 0.49382 -1.63964
H -1.01316 -1.60060 -1.19101
C 0.31990 -0.33132 1.71648
C 1.28411 -0.21251 0.77260
C 1.74057 1.10389 0.24125
C 2.68954 1.20165 -0.68317
H -0.26311 0.55881 1.92711
H 0.10386 -1.23089 2.32781
H 1.73112 -1.15711 0.37153
H 1.30452 1.98264 0.79587
H 3.04644 2.18813 -1.06198
H 3.05329 0.31139 -1.19279
*
```

=====

b | Formula: C6H12N
Source: OMol25
Level of theory: wB97M-V/def2-TZVPD

Summary:
molar mass	98.2	g mol⁻¹
Kohn-Sham gap (alpha / beta)	10.5816 / 5.1794	eV

ORCA input file:
```
! RIJCOSX wB97M-V def2-TZVPD def2/J DEFGRID3
* xyz 2 2
C -0.82918 -0.50138 2.37966
C -0.61101 -1.25344 1.13982
C 0.39549 -0.76176 0.11839
C 0.06072 0.50254 -0.67285
C -0.30301 1.67434 -0.17740
C 1.49835 0.73244 -2.58340
N 0.35904 0.45237 -2.10436
H -1.89490 -0.09202 2.33299
H -0.99984 -1.20008 3.22100
H -0.17147 0.34215 2.53677
H -0.42008 -2.34853 1.40773
H -1.54365 -1.61683 0.60198
H 1.36577 -0.61420 0.61183
H 0.44575 -1.55955 -0.62652
H -0.58045 2.50679 -0.82443
H -0.38512 1.93047 0.86590
H 1.75218 0.60538 -3.63008
H 2.19023 1.25266 -1.92868
H -0.32882 -0.05133 -2.66833
*
```

=====

It turns out a is the most stable, with the second structure 0.0441 hartree higher.

=====

a | Formula: C4H11OP
Source: OMol25
Level of theory: wB97M-V/def2-TZVPD

Summary:
molar mass	106.1	g mol⁻¹
Kohn-Sham gap (alpha / beta)	7.7247 / 8.2721	eV

ORCA input file:
```
! RIJCOSX wB97M-V def2-TZVPD def2/J DEFGRID3
* xyz 0 1
C 0.18435 1.60239 -0.70295
C -1.50990 -0.18049 -1.47888
C 2.14435 -0.59971 1.61397
C -0.24097 0.17513 -0.64644
O -1.44878 -1.65549 1.19608
P -0.63036 -0.19019 1.21194
H 0.57430 1.72860 -1.71461
H -0.49957 2.40621 -0.28183
H 1.11664 1.78626 -0.01440
H -2.21777 -0.61949 -0.74384
H -1.25074 -0.98628 -2.23583
H -1.88613 0.70794 -2.00665
H 2.57035 -1.19864 0.84169
H 2.36109 -0.97227 2.58756
H 2.03307 0.47713 1.43350
H 0.50601 -0.42064 -1.02016
H -1.80595 -2.06047 1.96087
*
```

=====

b | Formula: C4H11OP
Source: OMol25
Level of theory: wB97M-V/def2-TZVPD

Summary:
SMILES	CP=C(C)C.O
molar mass	106.1	g mol⁻¹
Kohn-Sham gap	9.0757	eV

ORCA input file:
```
! RIJCOSX wB97M-V def2-TZVPD def2/J DEFGRID3
* xyz 0 1
C -1.15352 0.59646 1.62086
C -0.44705 -1.19916 0.16644
C 2.31705 0.26567 -0.74050
C -0.01782 0.13942 0.74872
O -1.61010 1.25439 -1.27853
P 1.31135 1.14614 0.53138
H -2.17096 0.40376 1.02188
H -1.00944 0.06108 2.66062
H -1.01963 1.61235 1.89461
H -1.45417 -1.34895 -0.01258
H -0.07530 -2.12804 0.66447
H 0.07536 -1.26883 -0.77898
H 1.78229 0.05009 -1.70613
H 2.62723 -0.79416 -0.39389
H 3.22217 0.80145 -1.10552
H -2.29362 0.81398 -1.85664
H -0.75112 1.20729 -1.69254
*
```

=====

It turns out b is the most stable, with the second structure 0.0452 hartree higher.

=====

a | Formula: CH4O2S
Source: OMol25
Level of theory: wB97M-V/def2-TZVPD

Summary:
molar mass	80.1	g mol⁻¹
Kohn-Sham gap (alpha / beta)	5.7760 / 7.7081	eV

ORCA input file:
```
! RIJCOSX wB97M-V def2-TZVPD def2/J DEFGRID3
* xyz 0 3
C 0.26372 -0.08546 -0.52115
O -2.22630 1.23100 -0.24459
O -2.24308 -1.23608 -0.23588
S -1.60888 -0.00301 0.12986
H 0.25602 0.09821 -1.58025
H 0.75739 0.71608 0.01671
H 0.64750 -1.05450 -0.25358
H -1.49625 -0.01661 1.53366
*
```

=====

b | Formula: CH4O2S
Source: OMol25
Level of theory: wB97M-V/def2-TZVPD

Summary:
molar mass	80.1	g mol⁻¹
Kohn-Sham gap (alpha / beta)	6.1302 / 8.7047	eV

ORCA input file:
```
! RIJCOSX wB97M-V def2-TZVPD def2/J DEFGRID3
* xyz 0 3
C -0.78714 -0.61126 -0.08657
O 0.44142 1.53895 -0.01086
O 1.80994 -0.71469 0.50606
S 0.91718 -0.01698 -0.44968
H -0.88869 -1.48014 0.57827
H -1.06440 -0.90152 -0.99620
H -1.65434 0.06758 0.29483
H 1.22603 2.11806 0.16414
*
```

=====

c | Formula: CH4O2S
Source: OMol25
Level of theory: wB97M-V/def2-TZVPD

Summary:
molar mass	80.1	g mol⁻¹
Kohn-Sham gap (alpha / beta)	9.2886 / 8.0556	eV

ORCA input file:
```
! RIJCOSX wB97M-V def2-TZVPD def2/J DEFGRID3
* xyz 0 3
C -1.66774 -0.08978 0.04567
O 2.27134 1.32501 -0.22643
O 3.00890 -0.98037 -0.22762
S 3.04664 0.27909 0.35990
H -1.87639 0.34989 -0.88547
H -1.77274 -1.16845 -0.07168
H -2.30089 0.22195 0.74822
H -0.70911 0.06267 0.25742
*
```

=====

It turns out c is the most stable, with the second structure 0.0523 hartree higher.